# 1
This record from the Open Molecules 2025 dataset describes C49H51AsBiF4N8OS2Se2 as an isolated structure. The level of theory is ωB97M-V with the def2-TZVPD basis set.

Computed properties:
E_LUMO = -2.9 eV
Kohn-Sham gap = 6.96 eV
Net charge = +1
Highest occupied orbital energy = -9.8 eV

Cartesian coordinates (Å):
Bi -0.420730 1.083480 -0.131283
C 4.733595 3.094738 1.550427
C 3.364112 2.964211 2.193974
N 2.241929 3.359064 1.342851
C 2.431764 4.682472 0.730126
C 3.080391 4.624544 -0.648494
C 1.038792 3.252538 2.162582
C -0.278981 3.734758 1.567141
N -0.575485 3.241777 0.214687
C -1.377469 4.102614 -0.544914
C -0.979455 4.545521 -1.805625
F 0.189767 4.134075 -2.313750
C -1.773299 5.382070 -2.566236
F -1.335184 5.758435 -3.772525
C -2.992240 5.831676 -2.102606
C -3.402335 5.403171 -0.856601
F -4.584772 5.793824 -0.367739
C -2.619110 4.553909 -0.100758
F -3.088591 4.115968 1.081815
H 5.478351 2.588884 2.166387
H 4.750663 2.648737 0.558071
H 5.038191 4.136964 1.457565
H 3.192781 1.924424 2.493984
H 3.358752 3.561937 3.123247
H 1.459807 5.155591 0.619320
H 3.014749 5.333279 1.398293
H 2.599165 3.849522 -1.241836
H 2.952294 5.577847 -1.164219
H 4.147439 4.415512 -0.600858
H 0.949490 2.199992 2.456113
H 1.152811 3.817631 3.106790
H -1.058887 3.454009 2.279138
H -0.284106 4.826710 1.542672
H -3.609004 6.490739 -2.696180
S -1.771086 1.524768 -2.193563
C -2.339166 0.009466 -2.968385
C -3.520643 0.183439 -3.694094
C -4.055048 -0.860607 -4.426034
C -3.415447 -2.094101 -4.448550
C -2.248825 -2.267321 -3.726701
C -1.700012 -1.230155 -2.970498
As -0.051257 -1.491437 -1.972417
C -0.369054 -3.261492 -1.189509
C -1.661413 -3.714688 -0.921393
C -1.864342 -4.909957 -0.239911
C -0.781385 -5.666935 0.186078
C 0.507307 -5.219672 -0.071332
C 0.711154 -4.023277 -0.745780
C 1.141464 -1.877387 -3.475234
C 0.783069 -1.525788 -4.776495
C 1.672990 -1.718075 -5.824105
C 2.935384 -2.242557 -5.584331
C 3.312141 -2.556347 -4.286905
C 2.423785 -2.365504 -3.238201
H -4.010540 1.148664 -3.679144
H -4.970919 -0.710061 -4.982366
H -3.822370 -2.912362 -5.027756
H -1.741562 -3.224546 -3.753604
H -2.518460 -3.135066 -1.239117
H -2.874527 -5.251784 -0.048776
H -0.941649 -6.601346 0.708260
H 1.361908 -5.798286 0.255542
H 1.727976 -3.684142 -0.899550
H -0.193496 -1.111350 -4.986133
H 1.375806 -1.455509 -6.831603
H 3.626580 -2.391489 -6.403902
H 4.303885 -2.935504 -4.075176
H 2.770098 -2.569023 -2.232443
Se 4.483023 -0.243634 -0.174330
Se 5.367910 -2.206203 -0.845021
C 3.156551 -0.872902 1.098717
C 3.682959 -1.121497 2.358082
C 2.867191 -1.761897 3.275095
C 1.570737 -2.081091 2.903427
C 1.142475 -1.739549 1.631547
N 1.926848 -1.156679 0.723824
C 3.539908 0.495996 -1.732175
C 4.419551 0.635953 -2.796133
C 3.950267 1.219628 -3.958091
C 2.627508 1.620969 -4.003817
C 1.834270 1.417317 -2.890997
N 2.270908 0.865109 -1.748405
H 4.706247 -0.857373 2.589975
H 3.242704 -2.011714 4.259463
H 0.896809 -2.574496 3.590114
H 0.124097 -1.934346 1.316889
H 5.434597 0.268657 -2.716378
H 4.604746 1.349127 -4.809765
H 2.203776 2.077817 -4.887320
H 0.789774 1.701271 -2.919940
C -2.825320 2.146417 3.541725
N -1.651839 1.768152 4.305670
C -0.728952 0.879188 3.859055
N 0.299880 0.615999 4.715614
O -0.794037 0.324867 2.758830
H -3.735534 1.752818 3.997629
H -2.726944 1.740142 2.536850
H -2.908351 3.230036 3.474205
H -1.566627 2.118084 5.244228
H 0.472236 1.178221 5.529474
H 1.054234 0.057662 4.356361
N -3.955575 -0.903687 2.601465
C -3.149422 -1.376030 1.655005
S -2.817784 -0.439139 0.259102
N -2.655048 -2.608500 1.763349
C -3.010386 -3.618106 2.705409
C -4.340154 -3.889560 3.004588
C -4.645295 -4.902443 3.902461
C -3.633282 -5.657859 4.477955
C -2.310006 -5.402298 4.147697
C -1.995769 -4.379322 3.267051
H -4.377106 -0.003505 2.452448
H -4.235944 -1.462672 3.391542
H -2.030703 -2.881951 1.014995
H -5.133534 -3.340428 2.512565
H -5.680605 -5.114701 4.132882
H -3.876028 -6.450157 5.172669
H -1.517191 -5.998206 4.579814
H -0.965264 -4.174648 3.006125

Cartesian forces, eV/Å:
0.36 -0.14 0.32
0.02 -0.05 0.03
0.04 -0.01 -0.07
-0.10 0.05 -0.04
0.04 -0.05 0.06
0.02 0.03 0.01
0.02 -0.01 -0.04
0.07 0.02 -0.04
-0.02 -0.26 0.08
-0.02 -0.03 -0.01
0.06 -0.04 0.00
0.06 0.00 0.03
-0.02 0.03 -0.02
-0.01 0.00 0.02
-0.01 -0.01 0.00
-0.03 0.01 0.02
0.00 0.00 -0.01
-0.05 -0.02 0.02
0.00 0.03 -0.03
0.00 0.01 0.01
0.02 -0.07 -0.01
0.00 -0.02 0.00
0.00 -0.02 0.00
0.01 -0.01 0.02
-0.06 -0.01 -0.03
-0.04 0.04 0.03
-0.04 -0.04 -0.05
0.00 0.00 0.02
-0.04 0.00 -0.04
0.03 0.02 -0.03
-0.03 -0.03 0.03
0.05 0.05 0.03
-0.02 0.02 -0.05
0.01 0.00 0.00
-0.08 -0.07 -0.23
0.03 0.07 0.05
0.04 0.00 0.02
0.02 -0.03 0.00
-0.04 0.02 -0.01
0.02 0.03 0.05
0.01 -0.03 0.01
-0.22 -0.19 -0.29
0.03 0.05 0.00
0.05 -0.08 -0.15
0.05 -0.13 -0.09
0.01 0.01 -0.05
-0.03 0.01 0.01
0.04 0.04 0.04
0.05 0.16 0.01
-0.01 -0.10 0.02
0.02 0.00 0.01
-0.01 0.02 0.01
-0.01 -0.01 0.01
-0.01 0.07 0.07
-0.02 -0.01 0.00
0.00 0.00 0.00
0.00 0.00 0.00
0.00 -0.01 0.01
-0.02 0.02 -0.06
0.00 0.00 0.01
0.00 0.00 0.01
0.00 0.00 0.00
-0.03 -0.01 -0.02
-0.02 0.00 0.00
0.00 0.00 0.00
0.00 -0.01 0.00
0.00 0.00 0.00
0.01 -0.01 -0.02
-0.18 0.40 0.22
0.12 -0.28 -0.13
-0.01 0.03 -0.08
0.01 0.04 -0.02
0.02 0.00 0.03
-0.02 -0.02 0.01
-0.02 0.04 -0.06
0.00 -0.03 0.07
-0.05 -0.14 -0.08
-0.01 -0.03 0.01
0.03 -0.01 -0.01
-0.03 -0.02 -0.03
-0.01 -0.04 0.05
0.11 0.26 0.12
0.00 -0.02 0.02
0.00 0.00 0.00
-0.03 0.00 0.01
-0.03 -0.03 0.01
0.00 0.01 -0.02
0.00 0.00 0.01
-0.01 -0.01 0.01
0.01 0.03 0.00
0.02 -0.05 0.03
-0.02 -0.02 -0.01
0.04 -0.02 0.05
-0.03 -0.03 0.09
-0.07 0.20 -0.09
-0.02 0.01 0.03
0.01 0.03 -0.01
-0.02 -0.02 0.01
0.01 0.01 -0.01
0.02 0.01 -0.01
0.00 0.01 -0.04
-0.10 0.00 -0.06
0.18 -0.10 0.22
-0.25 0.24 -0.14
-0.05 0.15 0.12
0.01 0.12 0.03
-0.02 -0.04 -0.03
0.01 -0.02 0.01
-0.03 0.02 -0.02
0.01 0.02 0.00
0.04 -0.01 0.08
0.04 0.00 0.02
0.03 0.02 0.01
0.01 -0.07 -0.03
0.00 -0.01 0.01
0.00 0.00 0.01
0.00 -0.01 -0.01
0.00 0.00 0.00
0.01 0.01 -0.04


# 2
This record from the Open Molecules 2025 dataset describes C49H51AsBiN4O3S as an isolated structure at a distorted geometry. The level of theory is ωB97M-V with the def2-TZVPD basis set.

Computed properties:
E_LUMO (alpha / beta) = -2.8 / -2.8 eV
Kohn-Sham gap (alpha / beta) = 5.24 / 3.57 eV
ΔE to the lowest compared entry with this formula, charge and spin = 21.92 kcal per mole
Net charge = +1
Highest occupied orbital energy (alpha / beta) = -8.1 / -6.4 eV

Cartesian coordinates (Å):
Bi 12.303485 12.291804 17.965285
O 14.622685 12.861433 19.966175
S 13.688596 13.026365 21.068508
O 13.445824 14.374096 21.641391
N 12.328693 12.342639 20.486532
C 11.042938 12.398910 21.019109
C 10.570571 13.285485 22.022924
C 9.179783 13.525908 22.096902
C 8.306646 12.799002 21.295115
C 8.778660 11.651327 20.591402
C 7.848118 10.755907 19.938875
C 8.398794 9.755903 19.177345
C 9.782790 9.753861 18.951399
N 10.645004 10.679795 19.374071
C 10.135481 11.549761 20.309468
C 14.328275 12.058927 22.402032
C 14.850337 12.738816 23.500036
C 15.557322 12.011915 24.477063
C 15.688085 10.628184 24.409397
C 14.967407 9.996018 23.371096
C 14.365801 10.688795 22.332437
H 11.323551 13.794081 22.603113
H 8.768594 14.355125 22.767809
H 7.255322 13.056875 21.296330
H 6.781958 10.916715 20.059535
H 7.742580 9.030088 18.724771
H 10.196705 8.975661 18.270527
H 14.820748 13.830221 23.611060
H 15.823348 12.603249 25.362220
H 16.255118 10.060686 25.145037
H 14.711192 8.951463 23.422570
H 13.880966 10.158395 21.532114
C 18.399148 14.755660 14.673016
C 16.889337 14.620118 14.941911
N 16.457306 13.502934 15.775799
C 16.982663 13.883563 17.119090
C 18.511606 14.072011 17.059444
N 19.088040 13.802709 15.662350
C 18.646650 12.398350 15.267422
C 17.094339 12.226462 15.471793
H 18.796602 15.776832 14.849892
H 18.666562 14.517383 13.651403
H 16.432887 14.517245 13.961124
H 16.414653 15.557412 15.323845
H 16.691876 13.027527 17.767533
H 16.585224 14.804858 17.537365
H 19.127415 13.424610 17.713248
H 18.774000 15.081945 17.232467
H 20.115391 13.866280 15.684320
H 19.175900 11.664597 15.936697
H 18.949567 12.249687 14.211017
H 16.870727 11.479957 16.276603
H 16.675188 11.727581 14.579321
C 12.496039 15.471245 16.582087
C 11.151836 15.329956 17.382744
C 11.330758 16.233686 18.659583
C 10.883325 13.981019 17.764817
C 10.070684 15.740571 16.362549
C 9.751378 17.085085 16.019412
C 8.690983 17.363277 15.127416
C 8.051811 16.346212 14.404039
C 8.492737 15.017876 14.613605
C 9.495208 14.721083 15.590058
H 13.394612 15.040931 17.121208
H 12.829147 16.504973 16.595368
H 12.407470 15.215681 15.510952
H 11.973848 15.781005 19.404043
H 10.390790 16.432362 19.164048
H 11.753182 17.189382 18.347104
H 9.994937 13.649167 18.171989
H 10.317255 17.907772 16.438456
H 8.553312 18.447918 14.988891
H 7.245531 16.530219 13.688562
H 8.085113 14.185906 14.065000
H 9.835172 13.715674 15.555126
O 11.915107 11.559874 15.911732
As 11.952935 10.697734 14.319534
C 10.226277 10.502965 13.524311
C 9.165482 11.224035 14.146555
C 7.860240 10.975598 13.761037
C 7.586451 10.101346 12.687335
C 8.619899 9.499026 11.975696
C 9.919280 9.663191 12.427854
C 13.013930 11.751245 12.937246
C 13.414593 11.297988 11.655465
C 13.976899 12.173282 10.776236
C 14.373299 13.454272 11.184346
C 13.998755 13.894347 12.438713
C 13.338508 13.007069 13.322178
C 12.376846 8.764151 14.466713
C 13.732262 8.280523 14.298616
C 14.081265 6.968194 14.570743
C 13.062465 6.059481 14.956323
C 11.781816 6.596433 15.159428
C 11.402255 7.870938 14.855171
H 9.368943 11.813936 15.038895
H 7.015902 11.493306 14.294311
H 6.533830 9.800147 12.647691
H 8.404352 8.859728 11.130957
H 10.710448 9.160377 11.864102
H 13.314418 10.260025 11.383278
H 14.034164 11.868194 9.677122
H 14.923675 14.073800 10.467552
H 14.233539 14.881166 12.766953
H 13.272604 13.294463 14.433732
H 14.543525 9.029217 14.106004
H 15.166665 6.639600 14.590138
H 13.281324 4.975209 15.249522
H 11.020505 5.882854 15.530260
H 10.328815 8.189750 15.042194

Cartesian forces, eV/Å:
0.15 1.46 1.17
0.35 0.43 -0.13
-2.75 1.31 0.25
0.76 -1.79 -1.04
1.42 0.14 1.23
0.58 1.24 0.38
0.12 -1.18 -1.34
-0.56 0.63 0.22
0.51 -0.13 1.30
-2.23 0.84 -0.91
1.55 0.52 0.26
-0.82 0.47 0.59
1.20 -0.04 -1.25
-1.38 -1.05 0.44
0.73 0.13 0.37
0.25 1.19 0.13
0.76 -0.31 0.34
-0.57 0.71 0.26
-0.99 0.24 -0.78
0.16 -0.19 0.45
0.08 -0.23 0.67
-0.21 0.34 0.06
0.72 -1.29 -1.06
-0.06 -0.29 0.06
0.11 -0.19 0.03
0.19 -0.26 -0.18
-0.23 0.68 0.49
-0.33 -0.60 -0.32
0.52 -0.52 -0.38
-0.37 0.11 -0.06
0.72 -0.47 -0.05
-0.19 -0.05 -0.16
0.88 0.64 1.24
-1.38 0.57 -1.55
1.06 1.12 1.33
-0.24 -1.82 0.34
1.31 -0.94 -0.21
-1.88 -0.60 -0.42
0.54 -1.04 0.36
0.19 -0.63 -0.51
-0.33 -0.58 0.15
0.15 -0.50 -0.02
-0.16 -0.18 -0.21
0.67 -0.76 0.07
0.35 0.86 0.03
-0.54 -0.12 -0.33
-0.64 0.31 -0.07
0.30 1.06 0.49
-0.59 0.11 -0.16
-0.23 0.82 -0.79
-0.12 0.03 0.71
0.31 0.95 -0.38
0.09 0.68 0.09
0.92 0.27 0.62
1.34 1.91 -0.44
-0.62 0.40 -0.90
2.69 -3.52 0.02
-0.06 0.71 -0.48
-0.84 -1.50 0.00
1.29 0.40 0.14
0.34 -0.80 0.51
0.85 1.13 1.23
-1.60 1.67 -1.73
-1.03 -0.45 -0.64
-0.42 0.58 -0.20
0.15 -0.47 0.64
0.32 -0.30 -0.11
-0.31 -0.06 -0.06
0.01 0.17 0.21
-2.23 -0.15 0.56
-0.18 -0.02 0.26
-0.54 -0.73 -0.31
0.34 0.15 0.29
-0.18 -0.02 -0.29
0.37 -0.56 0.77
-0.27 -2.18 -4.92
0.29 0.43 1.39
-1.95 0.72 0.04
0.87 -1.05 0.01
-0.79 0.33 -0.33
-0.46 0.24 1.53
-0.43 0.17 0.62
1.04 0.63 -0.02
0.19 -1.77 0.44
-1.02 -0.54 1.21
0.45 0.02 -2.06
-0.56 0.13 -0.52
0.09 -1.05 0.14
0.85 1.99 2.12
2.51 0.35 -0.63
-0.49 1.69 0.57
0.45 -1.15 0.30
0.47 0.22 0.73
-0.25 -3.06 0.04
-1.50 1.46 0.59
0.04 0.05 -0.29
0.97 -0.75 -0.57
0.41 0.20 -0.90
0.06 -0.07 0.04
-0.10 0.08 0.38
-0.47 -0.14 -0.19
0.50 0.35 1.75
-0.38 -0.02 0.40
0.19 0.53 0.23
-0.48 -0.24 -1.83
-0.85 -0.76 -0.01
-1.52 0.49 -0.34
-0.31 1.82 -0.59
0.39 0.60 -0.25
1.50 -0.36 -0.35